--- P ---
{"formula": "C5H13N2OS", "method": "ωB97M-V/def2-TZVPD", "lumo_energy_ev": -4.05, "e_homo_ev": -13.469, "charge": 1, "mol_weight_g_mol": 149.2, "symbols": ["C", "C", "C", "C", "C", "N", "N", "O", "S", "H", "H", "H", "H", "H", "H", "H", "H", "H", "H", "H", "H", "H"], "coordinates": [[-1.130, 0.718, -0.640], [3.738, 0.240, -0.800], [-2.353, 0.246, 1.573], [-1.233, -1.581, 0.497], [2.218, 0.362, -0.810], [1.354, -0.470, -1.165], [-1.750, -0.214, 0.287], [-1.164, 1.951, -0.250], [-2.645, -0.062, -1.266], [4.041, -0.685, -1.455], [4.144, 1.203, -1.078], [3.855, 0.101, 0.205], [-1.631, -0.096, 2.386], [-2.405, 1.307, 1.730], [-3.414, -0.077, 1.802], [-0.555, -1.552, 1.324], [-2.033, -2.249, 0.914], [-0.457, -1.813, -0.323], [1.838, 1.261, -0.298], [1.748, -1.401, -1.629], [-1.920, 2.213, 0.169], [-0.245, 0.597, -1.173]]}

=====

--- Q ---
{"formula": "C5H13N2OS", "method": "ωB97M-V/def2-TZVPD", "lumo_energy_ev": -3.10, "e_homo_ev": -13.433, "charge": 1, "mol_weight_g_mol": 149.2, "symbols": ["C", "C", "C", "C", "C", "N", "N", "O", "S", "H", "H", "H", "H", "H", "H", "H", "H", "H", "H", "H", "H", "H"], "coordinates": [[1.538, -1.508, 0.718], [1.403, -2.401, -0.493], [-0.469, -1.036, -0.224], [0.499, 3.177, -0.614], [-2.519, 0.283, 1.130], [0.252, -0.860, 0.906], [0.019, -2.037, -0.931], [0.333, 1.797, -0.900], [-2.011, -0.328, -0.530], [1.808, -2.088, 1.508], [2.276, -0.748, 0.596], [2.116, -2.187, -1.228], [1.372, -3.534, -0.316], [-0.325, 3.904, -1.055], [1.460, 3.615, -1.166], [0.560, 3.282, 0.455], [-2.795, -0.601, 1.577], [-3.217, 1.008, 0.828], [-1.857, 0.840, 1.767], [0.274, 0.007, 1.361], [-0.254, 1.880, -1.645], [-0.463, -2.464, -1.745]]}

=====

Stability order, top to bottom: Q, P

=====

--- P ---
{"formula": "CH3I2P", "method": "ωB97M-V/def2-TZVPD", "lumo_energy_ev": -0.29, "e_homo_ev": -9.086, "mol_weight_g_mol": 299.8, "symbols": ["C", "P", "I", "I", "H", "H", "H"], "coordinates": [[1.331, -0.929, 0.263], [0.280, -0.749, -0.988], [-3.250, 1.560, 0.043], [2.896, 0.557, 0.345], [1.382, -1.371, 1.223], [-2.135, 2.843, -0.161], [-0.504, -1.911, -0.725]]}

=====

--- Q ---
{"formula": "CH3I2P", "method": "ωB97M-V/def2-TZVPD", "lumo_energy_ev": -0.36, "e_homo_ev": -9.369, "mol_weight_g_mol": 299.8, "symbols": ["C", "P", "I", "H", "H", "I", "H"], "coordinates": [[-0.360, 0.256, -0.784], [0.304, 1.556, -1.462], [2.076, 0.697, -2.969], [-1.054, 0.502, 0.125], [-0.311, -0.771, -0.969], [-2.754, -0.734, -3.112], [-1.305, -0.312, -3.332]]}

=====

Stability order, top to bottom: Q, P

=====

--- P ---
{"formula": "C4H7IN2", "method": "ωB97M-V/def2-TZVPD", "lumo_energy_ev": 0.08, "e_homo_ev": -9.150, "mol_weight_g_mol": 210.0, "symbols": ["H", "N", "N", "C", "I", "C", "C", "C", "H", "H", "H", "H", "H", "H"], "coordinates": [[-1.394, -3.702, 0.190], [-0.945, -2.798, 0.111], [-1.786, -1.916, 0.037], [-1.257, -0.576, -0.139], [-2.908, 0.748, 0.158], [0.027, -0.373, -0.362], [0.590, 0.986, -0.628], [1.250, 1.385, 0.588], [0.726, -1.174, -0.561], [1.393, 1.006, -1.287], [-0.212, 1.753, -0.843], [0.694, 1.490, 1.485], [1.745, 2.303, 0.431], [2.078, 0.868, 0.819]]}

=====

--- Q ---
{"formula": "C4H7IN2", "method": "ωB97M-V/def2-TZVPD", "lumo_energy_ev": 0.52, "e_homo_ev": -7.656, "mol_weight_g_mol": 210.0, "symbols": ["C", "C", "C", "C", "N", "N", "I", "H", "H", "H", "H", "H", "H", "H"], "coordinates": [[0.748, -1.436, -0.790], [0.649, 2.367, 0.460], [1.084, -0.651, 0.224], [0.152, -0.577, 1.347], [-0.244, 1.846, -0.314], [-0.874, 1.136, -0.929], [2.859, 0.520, -0.002], [-0.168, -2.045, -0.794], [1.246, -1.462, -1.772], [0.514, 2.422, 1.551], [1.088, 3.321, 0.174], [0.332, -1.260, 2.302], [-0.855, -0.513, 0.978], [0.327, 0.403, 1.839]]}

=====

--- R ---
{"formula": "C4H7IN2", "method": "ωB97M-V/def2-TZVPD", "lumo_energy_ev": 0.14, "e_homo_ev": -7.962, "mol_weight_g_mol": 210.0, "symbols": ["C", "C", "C", "C", "N", "N", "I", "H", "H", "H", "H", "H", "H", "H"], "coordinates": [[0.887, 0.496, 0.720], [-1.731, -1.116, 0.776], [-0.039, 0.642, -1.645], [0.694, -0.030, -0.476], [1.558, -0.150, 1.757], [-2.518, -0.544, 0.141], [2.083, -2.122, 1.574], [0.506, 1.474, 1.088], [0.525, 1.470, -2.031], [-0.162, -0.169, -2.365], [-0.955, 0.972, -1.370], [1.031, -1.111, -0.731], [1.165, -0.096, 2.778], [-3.044, 0.286, -0.215]]}

=====

Stability order, top to bottom: P, R, Q

=====

--- P ---
{"formula": "C2H7NS", "method": "ωB97M-V/def2-TZVPD", "lumo_energy_ev": [3.33, 3.24], "e_homo_ev": [1.130, -2.807], "multiplicity": 2, "charge": -1, "mol_weight_g_mol": 77.2, "symbols": ["S", "H", "C", "C", "N", "H", "H", "H", "H", "H", "H"], "coordinates": [[3.245, -0.713, -0.965], [3.034, -1.190, 0.145], [-1.520, -0.023, -0.809], [-0.939, 0.633, 1.466], [-0.917, -0.243, 0.553], [-1.884, -0.956, -1.208], [-2.357, 0.681, -0.630], [-0.812, 0.501, -1.570], [-1.255, 1.670, 1.299], [-1.058, 0.169, 2.520], [4.462, -0.529, -0.802]]}

=====

--- Q ---
{"formula": "C2H7NS", "method": "ωB97M-V/def2-TZVPD", "lumo_energy_ev": [2.48, 2.45], "e_homo_ev": [0.798, -1.924], "multiplicity": 2, "charge": -1, "mol_weight_g_mol": 77.2, "symbols": ["S", "H", "C", "C", "N", "H", "H", "H", "H", "H", "H"], "coordinates": [[-3.886, 1.721, -4.732], [-4.140, 1.697, -3.414], [1.001, 0.112, 1.849], [2.420, -1.714, 1.257], [1.503, -1.207, 1.959], [0.231, 0.264, 2.618], [1.621, 1.022, 2.000], [0.538, 0.142, 0.882], [2.740, -1.756, 0.302], [3.238, -2.199, 1.846], [-5.267, 1.918, -4.567]]}

=====

Stability order, top to bottom: P, Q